Below is a structure of composition C30H26N10ORuS3, with properties calculated with ωB97M-V with the def2-TZVPD basis set.

Element x y z (Å)
Ru: -0.4327 0.3094 -0.7161
C: -0.1764 -4.4091 -1.4410
C: -0.4432 -2.9461 -1.7304
S: 0.1259 -1.9381 -0.4791
C: -1.0574 -2.6159 -2.9471
C: -1.3953 -3.7692 -3.8771
S: -1.5094 -1.0836 -3.4792
H: 0.1835 -4.5347 -0.4220
H: 0.5782 -4.8175 -2.1195
H: -1.0820 -5.0072 -1.5634
H: -0.5540 -4.4533 -4.0129
H: -1.6915 -3.3790 -4.8464
H: -2.2296 -4.3549 -3.4778
N: -0.1614 2.5185 -3.2990
C: -0.9646 2.9601 -2.2690
C: -1.6444 4.1666 -2.5188
C: -2.4680 4.6996 -1.5660
C: -2.6268 4.0168 -0.3630
C: -1.9516 2.8351 -0.2018
N: -1.1168 2.3011 -1.1215
C: 0.8199 1.5487 -3.4305
C: 1.6834 1.6922 -4.5263
C: 2.6697 0.7594 -4.7228
C: 2.7838 -0.2980 -3.8262
C: 1.8933 -0.3619 -2.7814
N: 0.9157 0.5384 -2.5836
H: -0.0972 3.2056 -4.0300
H: -1.4968 4.6652 -3.4681
H: -2.9838 5.6327 -1.7517
H: -3.2676 4.3813 0.4260
H: -2.0710 2.2596 0.7026
H: 1.5772 2.5429 -5.1877
H: 3.3534 0.8579 -5.5563
H: 3.5529 -1.0496 -3.9267
H: 1.9457 -1.1519 -2.0467
S: -2.6507 -0.3365 -0.5671
C: -2.5989 -0.7291 1.1353
N: -3.5093 -1.4321 1.7064
N: -3.3773 -1.6151 3.0815
C: -2.3247 -2.3166 3.6651
C: -1.2680 -2.8638 2.9325
C: -0.2458 -3.5359 3.5834
C: -0.2517 -3.6968 4.9626
C: -1.3120 -3.1699 5.6893
C: -2.3335 -2.4853 5.0543
N: -1.5739 -0.1449 1.8969
N: -0.6580 0.3926 1.2186
C: 0.3056 1.0474 2.0635
C: 0.6932 0.4407 3.2517
C: 1.6393 1.0650 4.0484
C: 2.1796 2.2864 3.6698
C: 1.7762 2.8848 2.4841
C: 0.8455 2.2615 1.6702
H: -4.2772 -1.8367 3.4708
H: -1.2360 -2.7565 1.8582
H: 0.5700 -3.9356 2.9926
H: 0.5552 -4.2175 5.4613
H: -1.3386 -3.2776 6.7673
H: -3.1392 -2.0481 5.6337
H: 0.2723 -0.5187 3.5215
H: 1.9639 0.5875 4.9642
H: 2.9258 2.7647 4.2917
H: 2.2040 3.8290 2.1719
H: 0.5618 2.7037 0.7275
O: 2.2110 0.3935 -0.0299
N: 3.4009 0.7788 -0.0678
C: 3.6637 1.9984 -0.5603
C: 5.0274 2.4085 -0.6090
N: 6.1216 2.7686 -0.6592
C: 2.6651 2.9185 -0.9939
N: 1.8512 3.6666 -1.3264

Output
LUMO level (alpha / beta): 0.071 / 0.062 hartree
Charge: -1
Multiplicity: 2
Relative energy (zero: lowest compared OMol25 entry of this formula, charge and spin): 0.599 eV